Version a
{"formula": "C5H11NOS", "method": "wB97M-V/def2-TZVPD", "molar_mass_g_mol": 133.22, "homo_lumo_gap_ev": 9.485, "homo_energy_ev": -8.61, "species": ["C", "C", "C", "C", "C", "H", "H", "H", "H", "H", "H", "H", "H", "H", "H", "H", "N", "O", "S"], "coordinates": [[0.6849, 1.5706, -1.6639], [-0.1357, 0.1197, 0.0093], [1.0435, 0.3669, 0.9865], [-0.7916, 1.2600, 0.8453], [0.2381, -2.5549, -0.5277], [1.7099, 1.6068, -1.3243], [0.6973, 1.6727, -2.7054], [0.2515, 2.5095, -1.2344], [1.0298, -0.2769, 1.8649], [2.1184, 0.2237, 0.6421], [0.6812, 2.0125, 2.1675], [-1.5875, 0.9937, 1.5657], [-1.3550, 1.9822, 0.1541], [0.3413, -2.3354, -1.5978], [1.0968, -2.3987, -0.0025], [-0.1586, -3.5389, -0.3296], [0.5410, 1.7333, 1.2088], [0.0817, 0.4411, -1.2988], [-0.9688, -1.4179, 0.3020]], "lowdin_charge": [-0.1482, -0.7873, -0.1979, -0.2019, -0.3251, 0.0880, 0.0793, 0.1030, 0.1009, 0.1283, 0.1025, 0.1112, 0.1287, 0.0509, -0.0134, 0.0266, -0.0230, -0.1312, 0.9087]}



Version b
{"formula": "C5H11NOS", "method": "wB97M-V/def2-TZVPD", "molar_mass_g_mol": 133.22, "homo_lumo_gap_ev": 6.260, "homo_energy_ev": -8.81, "species": ["C", "C", "S", "C", "N", "C", "C", "O", "H", "H", "H", "H", "H", "H", "H", "H", "H", "H", "H"], "coordinates": [[0.0870, -1.7130, -0.5228], [-1.1971, -2.0003, -1.0780], [-1.5214, -0.6566, -2.2832], [0.3217, -0.7793, 0.5840], [1.2739, 0.3144, 0.3768], [1.4025, 1.0248, 1.6413], [0.7719, 1.2215, -0.6641], [-0.2498, -0.8252, 1.6408], [0.9190, -1.9003, -1.2002], [-2.2120, 1.4615, 0.1102], [-1.2417, -2.9156, -1.6584], [-1.9651, -1.9905, -0.3077], [-2.4451, 0.8111, 0.3781], [0.4896, 1.5468, 1.9517], [2.1441, 1.8148, 1.5237], [1.6485, 0.3308, 2.4373], [-0.0824, 1.8272, -0.3468], [1.5632, 1.7932, -1.1417], [0.2933, 0.6348, -1.4411]], "lowdin_charge": [0.0249, -0.6658, 0.6051, -0.4479, -0.1352, -0.0982, -0.1168, 0.1015, 0.1272, 0.0336, 0.0663, 0.0750, 0.0406, 0.0915, 0.0909, 0.0880, 0.0627, 0.0904, -0.0336]}



Top of the stability list: version a, leading by 186.9 kJ/mol.



Version a
{"formula": "C3H14NO2", "method": "wB97M-V/def2-TZVPD", "molar_mass_g_mol": 96.15, "homo_lumo_gap_ev": 11.776, "charge": 1, "homo_energy_ev": -14.92, "species": ["C", "C", "C", "N", "H", "H", "H", "H", "H", "H", "H", "H", "H", "H", "H", "H", "O", "H", "H", "O"], "coordinates": [[-0.2343, 1.3974, 1.5363], [-1.1271, 0.3762, 0.8209], [-0.9895, -1.0868, 1.0910], [-0.8377, 0.5469, -0.6830], [-0.6821, 1.6371, 2.4738], [-0.1167, 2.2465, 0.8933], [0.7496, 0.9585, 1.7180], [-2.1555, 0.7283, 0.8595], [-0.1271, -1.5670, 0.6265], [-0.8010, -1.2362, 2.1585], [-1.7972, -1.7818, 0.8606], [-1.2360, 1.3195, -1.2282], [-1.2331, -0.1999, -1.2726], [0.1484, 0.4307, -0.9387], [3.1677, -1.4532, 0.2390], [3.6987, -0.0533, 0.6847], [2.9059, -0.5638, 0.4965], [0.5199, 0.1595, -3.4129], [0.1709, -1.2688, -3.7897], [-0.0238, -0.5897, -3.1333]], "lowdin_charge": [-0.0185, -0.3479, -0.0460, 0.1695, 0.0866, 0.0795, 0.0859, 0.1473, 0.0886, 0.1028, 0.0949, 0.1744, 0.1378, 0.1457, 0.0415, 0.0436, -0.0648, 0.0600, 0.0668, -0.0477]}



Version b
{"formula": "C3H14NO2", "method": "wB97M-V/def2-TZVPD", "molar_mass_g_mol": 96.15, "homo_lumo_gap_ev": 11.419, "charge": 1, "homo_energy_ev": -14.95, "species": ["C", "C", "C", "N", "H", "H", "H", "H", "H", "H", "H", "H", "H", "H", "H", "H", "O", "H", "H", "O"], "coordinates": [[0.5177, -0.9077, -0.3489], [0.0292, -1.1169, -1.7676], [0.7159, -2.2889, -2.4634], [-0.6020, -0.4535, 0.5430], [1.2435, -0.1169, -0.1946], [0.9664, -1.8028, 0.0911], [-1.0504, -1.2530, -1.8052], [0.3327, -0.2670, -2.3678], [0.4750, -3.2296, -1.9487], [1.7996, -2.2469, -2.4391], [0.3605, -2.4689, -3.4640], [-0.1425, 0.0267, 1.3138], [-1.2590, -1.1546, 0.8906], [-1.2363, 0.2422, 0.1349], [-1.6006, 3.6049, 3.8574], [-1.1990, 2.1649, 3.6587], [-0.8677, 3.0628, 3.5462], [0.5826, 2.6089, 1.7062], [0.4011, 3.2097, 0.2892], [0.5335, 2.3865, 0.7684]], "lowdin_charge": [-0.1481, -0.2289, -0.0963, 0.1741, 0.1240, 0.1403, 0.1171, 0.1159, 0.0828, 0.0846, 0.0785, 0.1427, 0.1755, 0.1681, 0.0529, 0.0342, -0.0489, 0.0250, 0.0579, -0.0515]}



Top of the stability list: version a, leading by 17.7 kJ/mol.



Version a
{"formula": "C2H3NS2", "method": "wB97M-V/def2-TZVPD", "molar_mass_g_mol": 105.19, "homo_lumo_gap_ev": 8.624, "homo_energy_ev": -8.53, "smiles": "S=C/N=C\\S", "species": ["C", "C", "N", "S", "S", "H", "H", "H"], "coordinates": [[-0.2208, 0.0532, -0.3000], [2.0043, 0.1888, 0.5161], [0.8822, 0.5912, -0.0167], [-0.6487, -1.5103, 0.1365], [3.3512, -0.5063, -0.1476], [-0.9210, 0.8455, -0.4687], [-1.9833, -1.7119, -0.3961], [2.0624, 0.6227, 1.5116]], "lowdin_charge": [-0.6224, -0.7926, -0.0718, 0.8024, 0.5866, 0.0828, -0.0518, 0.0669]}



Version b
{"formula": "C2H3NS2", "method": "wB97M-V/def2-TZVPD", "molar_mass_g_mol": 105.19, "homo_lumo_gap_ev": 9.360, "homo_energy_ev": -8.86, "species": ["C", "C", "N", "S", "S", "H", "H", "H"], "coordinates": [[2.2027, -0.0267, 0.0133], [0.0733, -0.5969, 0.0742], [0.8832, 0.5856, 0.1668], [3.6589, 0.6415, -0.0193], [1.5464, -1.6752, -0.0009], [-0.5142, -0.7732, 0.9767], [-0.5612, -0.6868, -0.8098], [0.6572, 1.5027, -0.1856]], "lowdin_charge": [-1.1984, -0.4710, -0.1168, 0.6221, 0.8853, 0.0765, 0.0804, 0.1220]}



Version c
{"formula": "C2H3NS2", "method": "wB97M-V/def2-TZVPD", "molar_mass_g_mol": 105.19, "homo_lumo_gap_ev": 8.352, "homo_energy_ev": -8.80, "smiles": "C=NC(=S)S", "species": ["C", "C", "N", "S", "S", "H", "H", "H"], "coordinates": [[0.6557, -1.2393, -0.8792], [-0.1495, 0.4105, 0.7551], [0.3986, -0.7190, 0.2232], [0.9138, 1.3881, 1.4468], [-1.8196, 0.8943, 0.1564], [1.2118, -2.2081, -0.8460], [0.4220, -0.6051, -1.6800], [-1.6329, 2.0786, 0.8237]], "lowdin_charge": [-0.0091, -1.2405, -0.1287, 0.6448, 0.6842, 0.1028, 0.0670, -0.1206]}



Top of the stability list: version b, leading by 105.9 kJ/mol.



Version a
{"formula": "C12H15NO", "method": "wB97M-V/def2-TZVPD", "molar_mass_g_mol": 189.26, "homo_lumo_gap_ev": 8.583, "homo_energy_ev": -8.25, "smiles": "C=C=C1C=CC=C[C@@H]1O/N=C/C(C)C", "species": ["C", "C", "C", "C", "C", "C", "C", "C", "C", "C", "C", "C", "N", "O", "H", "H", "H", "H", "H", "H", "H", "H", "H", "H", "H", "H", "H", "H", "H"], "coordinates": [[4.0622, 1.0163, 0.2914], [2.9160, 1.5210, -0.1024], [4.1843, -0.4919, 0.3356], [1.7082, 0.8318, -0.4302], [3.1095, -1.2369, -0.0275], [1.7939, -0.6266, -0.2931], [-0.0962, -2.3577, -0.5082], [0.7672, -1.4036, -0.2350], [-3.6303, 1.2122, 0.8052], [-2.8987, -0.3195, -1.0946], [-1.3078, 0.3206, 0.8293], [-2.7010, 0.0292, 0.3585], [-0.5935, 0.9638, 0.0523], [0.7352, 1.4065, 0.5161], [4.9140, 1.7055, 0.4089], [2.6216, 2.6264, -0.1284], [5.1288, -0.9394, 0.4791], [1.2986, 1.1635, -1.4099], [3.2047, -2.3515, 0.0573], [-0.7126, -2.7526, 0.1705], [-0.2052, -2.8597, -1.4842], [-3.5375, 1.3988, 1.8624], [-3.3075, 2.0982, 0.4476], [-4.6915, 0.9451, 0.6256], [-2.4964, -1.3043, -1.4028], [-3.9504, -0.3281, -1.3489], [-2.2368, 0.4232, -1.5835], [-1.0450, 0.0992, 1.8755], [-3.0337, -0.7894, 0.9332]], "lowdin_charge": [-0.0543, -0.0899, -0.0524, -0.3076, -0.0345, -0.1826, 0.0276, -0.0332, -0.0443, -0.0725, -0.1531, -0.4004, 0.0800, -0.0945, 0.1095, 0.1492, 0.0780, 0.1657, 0.1284, 0.0119, 0.0856, 0.0701, 0.0360, 0.0941, 0.0676, 0.0737, 0.0847, 0.1508, 0.1066]}



Version b
{"formula": "C12H15NO", "method": "wB97M-V/def2-TZVPD", "molar_mass_g_mol": 189.26, "homo_lumo_gap_ev": 9.010, "homo_energy_ev": -8.29, "smiles": "CC(C)=C=Cc1ccccc1.C=NO", "species": ["C", "C", "C", "C", "C", "C", "C", "C", "C", "C", "C", "C", "N", "O", "H", "H", "H", "H", "H", "H", "H", "H", "H", "H", "H", "H", "H", "H", "H"], "coordinates": [[-3.8974, 1.2239, -1.0160], [-3.9796, 0.7399, 0.2884], [-2.5883, 1.4611, -1.5648], [-2.8438, 0.4910, 1.0301], [-1.4944, 1.1361, -0.8361], [-1.5368, 0.7115, 0.5124], [-1.8509, -2.9806, 0.1555], [-0.3375, 0.4425, 1.3366], [0.8652, 0.4689, 0.8452], [2.6566, -0.7568, -0.3934], [2.8469, 1.7348, 0.2706], [2.0510, 0.4371, 0.3511], [-0.8748, -2.5017, 0.7559], [0.4148, -2.9865, 0.3970], [-4.7909, 1.5587, -1.5617], [-4.9094, 0.3992, 0.7148], [-2.4060, 1.8648, -2.5896], [-3.1154, 0.1371, 2.0302], [-0.5530, 1.2643, -1.2468], [-1.7164, -3.7095, -0.6104], [-2.8130, -2.5309, 0.3293], [-0.5465, 0.0227, 2.2519], [3.6494, -0.5504, -0.9596], [2.0349, -0.9397, -1.2700], [2.7974, -1.5504, 0.2159], [2.1394, 2.4865, 0.5822], [2.9839, 1.7785, -0.7679], [3.8502, 1.6347, 0.6153], [1.0312, -2.2006, 0.5076]], "lowdin_charge": [-0.0741, -0.1188, -0.0826, -0.0626, -0.0618, -0.1915, -0.0321, -0.0486, -0.0224, -0.0466, -0.0379, -0.3143, -0.0659, -0.0849, 0.0987, 0.0968, 0.1151, 0.1143, 0.0857, 0.0709, 0.0674, 0.0858, 0.1179, 0.0890, 0.0250, 0.0843, 0.0555, 0.0740, 0.0635]}



Top of the stability list: version b, leading by 117.2 kJ/mol.